Formula: C37H86Br2FIN7O6P3
Source: the OMol25 dataset
Level of theory: wB97M-V/def2-TZVPD

Properties
gap between HOMO and LUMO	6.07	eV
E_HOMO	-7.29	eV
total charge	0
relative energy (zero: lowest compared OMol25 entry of this formula, charge and spin)	15.100	eV
F_max	7.23	eV Å⁻¹

Cartesian coordinates (Å):
C: 5.4386 -1.2263 3.8296
C: 4.1431 -2.0505 4.4852
C: 2.7306 -1.1786 4.3751
C: 1.5058 -2.0383 3.6467
C: 1.1256 -1.3727 2.1610
C: -0.1979 -0.3802 2.4281
N: -0.1418 0.8583 1.6583
F: 0.5005 0.6871 0.4471
C: -1.4073 1.6600 1.4573
C: -2.8223 1.0423 1.7955
C: -3.5989 1.0439 3.1802
C: -3.9735 2.4579 3.9175
I: -2.8815 -0.2995 4.7982
C: -1.0113 3.1900 2.0121
O: 0.1089 3.5759 1.1315
C: -2.1260 4.3617 1.6549
C: -2.7724 4.3265 0.1667
C: -4.4049 4.1117 0.0857
O: -5.1608 4.7520 1.1804
C: -6.4408 3.9688 1.2057
O: -0.8477 3.0900 3.3861
C: 0.3091 3.3012 4.1646
C: 1.6679 2.4669 3.9651
C: 2.6004 2.6421 2.6651
C: 4.2257 2.4373 3.0049
C: 5.0189 3.1029 1.6974
O: 6.4708 2.7454 1.6949
C: 0.4971 4.9047 4.5691
Br: 1.2036 6.0504 3.0383
C: 1.5317 5.2040 5.7878
C: 1.1033 6.6917 6.4198
Br: 3.4300 5.4831 5.0918
P: -0.3951 2.5296 5.8383
C: 0.9038 1.7507 6.9300
C: -1.5614 3.7167 6.7344
H: 5.4482 -1.2559 2.6584
H: 6.4526 -1.7394 4.1944
H: 5.4739 -0.1213 4.2305
H: 4.3739 -2.2630 5.6307
H: 4.0578 -3.0747 3.9217
H: 3.0163 -0.2080 3.7554
H: 2.4462 -0.7957 5.4538
H: 0.5884 -2.0448 4.3881
H: 1.8378 -3.1706 3.5334
H: 0.8373 -2.2780 1.4782
H: 2.0782 -0.7808 1.8304
H: -0.1022 -0.1158 3.5891
H: -1.1162 -1.0901 2.3317
H: -1.4085 1.8161 0.2617
H: -3.5887 1.5347 1.0129
H: -2.8104 -0.0966 1.4194
H: -4.6782 0.5652 2.9452
H: -4.4596 3.1719 3.1301
H: -4.8573 2.1923 4.6785
H: -3.1360 2.9265 4.5789
H: -0.1222 3.5575 0.1642
H: -1.4586 5.3586 1.6909
H: -2.9182 4.5550 2.4926
H: -2.2965 3.5850 -0.6009
H: -2.6007 5.4077 -0.3162
H: -4.7305 2.9871 -0.1157
H: -4.7410 4.6884 -0.9059
H: -6.1985 2.8386 1.4884
H: -7.2070 4.3659 1.9969
H: -6.9301 3.9242 0.1240
H: 2.4015 2.7378 4.8711
H: 1.4635 1.2992 4.1085
H: 2.5373 3.6466 2.0757
H: 2.3603 1.7849 1.8693
H: 4.5168 2.9388 4.0235
H: 4.4090 1.2833 2.9503
H: 4.8431 4.2582 1.5906
H: 4.5619 2.5982 0.7186
H: 6.6042 2.1179 0.9225
H: -0.5434 5.4330 4.8218
H: 1.5195 4.4706 6.6906
H: 0.7255 6.5584 7.5239
H: 2.0840 7.3567 6.4901
H: 0.3591 7.2428 5.7063
H: 1.3487 2.5438 7.6947
H: 0.3767 0.9312 7.6203
H: 1.8097 1.2070 6.4314
H: -0.9382 4.4960 7.3421
H: -2.2789 4.3334 6.0093
H: -2.1776 3.0895 7.5396
O: -0.4973 -5.2278 0.7777
P: -0.4763 -4.9452 -0.7444
N: -1.8353 -5.9173 -1.0165
C: -2.0072 -7.0589 -1.8888
C: -3.1132 -5.4276 -0.5137
N: 0.9851 -5.8149 -0.9515
C: 1.0214 -7.2679 -1.0231
C: 2.0741 -5.3666 -0.0714
N: -0.4520 -4.6202 -2.4943
C: -1.4974 -3.7637 -3.0314
C: 0.5014 -5.0618 -3.4937
H: -1.6629 -6.8723 -2.9078
H: -3.0592 -7.3571 -1.9851
H: -1.4988 -7.9390 -1.4907
H: -3.6646 -4.9024 -1.2998
H: -2.9781 -4.7273 0.3170
H: -3.7363 -6.2442 -0.1320
H: 0.5356 -7.7330 -0.1616
H: 2.0494 -7.6449 -1.0783
H: 0.5536 -7.6206 -1.9448
H: 1.9802 -5.7819 0.9362
H: 2.0782 -4.2719 0.0066
H: 3.0493 -5.6588 -0.4769
H: -2.2561 -4.3578 -3.5506
H: -1.1010 -3.0171 -3.7274
H: -1.9936 -3.2047 -2.2322
H: 0.3537 -6.1148 -3.7485
H: 1.5368 -4.9101 -3.1728
H: 0.4084 -4.4996 -4.4309
O: -0.4580 -2.4326 -6.3325
P: 0.3016 -1.3127 -7.0849
N: -1.1153 -0.4204 -7.3343
C: -1.7150 0.0557 -8.5621
C: -1.7260 0.1969 -6.1632
N: 0.6485 -2.3463 -8.4063
C: -0.3326 -2.6434 -9.4392
C: 1.3119 -3.6008 -8.0223
N: 1.1749 -0.0252 -7.9499
C: 1.3387 1.2485 -7.2675
C: 1.8007 -0.0633 -9.2575
H: -1.0076 0.5821 -9.2059
H: -2.5311 0.7669 -8.3808
H: -2.1720 -0.7632 -9.1207
H: -1.4070 1.2389 -6.0623
H: -1.4463 -0.3233 -5.2412
H: -2.8201 0.1670 -6.2157
H: -1.2666 -3.0254 -9.0195
H: 0.0452 -3.3821 -10.1559
H: -0.5358 -1.7576 -10.0447
H: 0.5990 -4.3389 -7.6436
H: 2.0617 -3.4151 -7.2425
H: 1.8436 -4.0383 -8.8748
H: 0.6432 1.9938 -7.6664
H: 2.3584 1.6370 -7.3597
H: 1.1459 1.1452 -6.1953
H: 1.0568 -0.0185 -10.0575
H: 2.4223 -0.9540 -9.3925
H: 2.4788 0.7840 -9.4162